(1)
Formula: C48H124N8O16
Source: the OMol25 dataset
Level of theory: ωB97M-V/def2-TZVPD

Each line ends with the Mulliken charge.
CARTESIAN COORDINATES (ANGSTROEM)
C (-6.2181, 19.6921, 22.4312)  0.340
C (-4.7755, 19.4825, 22.8067)  -0.313
O (-3.9688, 20.6201, 22.3983)  -0.519
H (-6.7825, 20.3496, 23.0835)  0.509
H (-6.6585, 18.6892, 22.4435)  -0.239
H (-6.3218, 19.9944, 21.3869)  -0.416
H (-4.2667, 18.5757, 22.4703)  0.058
H (-4.6934, 19.3719, 23.8970)  0.343
H (-3.1632, 20.5060, 22.9135)  0.289
C (-1.8237, 15.0164, 19.8178)  -0.759
C (-2.1030, 13.8660, 18.8378)  -0.079
O (-1.4631, 12.6702, 19.2344)  -0.591
H (-0.7747, 14.9675, 20.1285)  0.456
H (-2.4703, 14.9510, 20.6921)  -0.273
H (-1.8748, 15.9749, 19.3042)  0.388
H (-1.7607, 14.3715, 17.9287)  0.382
H (-3.1779, 13.6617, 18.8690)  0.156
H (-1.5006, 12.0356, 18.5136)  0.301
C (3.0754, 11.4839, 29.8168)  -0.728
O (2.5411, 10.9631, 28.6373)  -0.297
C (1.1394, 11.1578, 28.4405)  -0.359
C (0.8181, 10.0104, 27.4957)  -0.729
N (-0.5453, 9.9332, 26.9694)  -0.109
C (-1.6074, 9.8611, 27.9717)  -0.830
C (-2.9595, 9.7278, 27.3014)  -0.300
O (-3.1531, 8.3328, 27.0146)  -0.350
C (-4.3907, 7.9193, 26.5445)  -0.641
H (4.1341, 11.2483, 29.9141)  0.261
H (2.5855, 11.0874, 30.7150)  0.304
H (3.0047, 12.5781, 29.8553)  0.287
H (0.9388, 12.1625, 28.0675)  0.297
H (0.6901, 10.9475, 29.4175)  0.323
H (1.1058, 9.0502, 27.9428)  0.302
H (1.4375, 10.0077, 26.5955)  0.371
H (-0.7165, 9.1530, 26.3506)  0.010
H (-1.6221, 10.7816, 28.5545)  0.463
H (-1.5780, 8.9359, 28.5619)  0.215
H (-3.0230, 10.2633, 26.3439)  0.124
H (-3.8537, 10.0509, 27.8449)  0.559
H (-5.2796, 8.2139, 27.1156)  0.302
H (-4.4041, 6.8369, 26.4155)  0.293
H (-4.5741, 8.3037, 25.5275)  0.143
C (-11.1425, 15.5014, 28.6848)  -0.804
O (-11.4215, 15.5782, 27.3339)  -0.211
C (-12.3892, 16.5286, 26.9393)  -0.814
C (-12.1564, 17.2068, 25.6168)  -0.349
N (-10.9434, 18.0334, 25.7099)  -0.289
C (-10.3311, 18.3606, 24.4239)  -0.819
C (-9.4424, 17.2127, 23.9586)  0.161
O (-8.3651, 17.2019, 24.8691)  -0.417
C (-7.5590, 16.0587, 24.9971)  -0.863
H (-10.8127, 14.5140, 29.0007)  0.192
H (-12.0068, 15.6804, 29.3509)  0.360
H (-10.4825, 16.2740, 29.1033)  0.346
H (-12.5716, 17.1857, 27.8015)  0.469
H (-13.3721, 16.0273, 26.9372)  0.369
H (-12.9772, 17.7958, 25.2120)  0.419
H (-11.9737, 16.3914, 24.8973)  0.188
H (-10.2725, 17.4630, 26.2169)  0.280
H (-9.6951, 19.2432, 24.4686)  0.059
H (-11.1042, 18.4120, 23.6494)  0.372
H (-9.0886, 17.3015, 22.9234)  0.170
H (-10.0280, 16.2807, 23.9492)  0.258
H (-8.1229, 15.3709, 25.6415)  0.369
H (-6.6500, 16.3381, 25.5336)  0.322
H (-7.1927, 15.5083, 24.1226)  0.258
C (-5.2539, 16.8560, 20.0624)  -0.146
O (-4.7879, 16.3748, 21.2890)  -0.178
C (-5.1487, 15.0759, 21.6748)  -0.631
C (-4.6092, 14.8060, 23.0699)  -1.143
N (-5.1917, 13.5663, 23.5623)  0.262
C (-5.0066, 13.3524, 24.9804)  -0.480
C (-5.7108, 12.0654, 25.4873)  0.193
O (-6.9074, 12.2887, 26.2026)  -0.466
C (-8.0705, 12.1557, 25.3871)  -0.659
H (-4.7096, 17.7137, 19.6726)  0.178
H (-6.3252, 17.0711, 20.1616)  -0.068
H (-5.1448, 16.0735, 19.2971)  0.035
H (-4.9301, 14.3213, 20.9088)  0.257
H (-6.2458, 14.9998, 21.7503)  0.447
H (-4.7543, 15.6847, 23.7013)  0.474
H (-3.5127, 14.6941, 23.0815)  0.515
H (-4.9043, 12.8298, 22.9271)  -0.021
H (-5.5458, 14.1667, 25.4675)  0.097
H (-3.9622, 13.2836, 25.3092)  0.330
H (-5.0416, 11.4729, 26.1105)  -0.131
H (-5.8925, 11.4362, 24.6075)  0.182
H (-8.2113, 11.1131, 25.0888)  0.300
H (-7.9973, 12.8855, 24.5809)  0.273
H (-8.8936, 12.3864, 26.0650)  0.211
C (-10.4107, 16.1951, 19.8305)  -0.884
O (-10.3309, 17.4783, 20.3586)  -0.382
C (-9.0942, 18.1058, 20.0485)  0.231
C (-9.2589, 19.6045, 20.1178)  -1.049
N (-9.4562, 20.0019, 21.5226)  0.571
C (-9.8913, 21.3757, 21.6889)  -0.968
C (-11.2079, 21.7330, 20.9627)  -0.708
O (-12.3231, 21.0392, 21.4674)  -0.324
C (-12.7279, 21.4464, 22.7785)  -0.659
H (-11.3630, 15.6950, 19.9937)  0.331
H (-9.6151, 15.5264, 20.1934)  0.254
H (-10.2422, 16.1597, 18.7415)  0.359
H (-8.8659, 17.8605, 19.0077)  0.883
H (-8.2913, 17.8826, 20.7601)  -0.757
H (-10.0798, 19.7794, 19.4121)  0.387
H (-8.3253, 20.0798, 19.8096)  0.320
H (-10.1637, 19.3593, 21.8672)  -0.157
H (-9.1685, 22.0962, 21.2915)  0.394
H (-9.9429, 21.5757, 22.7599)  0.426
H (-11.1529, 21.5675, 19.8890)  0.374
H (-11.3192, 22.8278, 21.0056)  0.428
H (-11.8605, 21.4777, 23.4410)  0.297
H (-13.4807, 20.7367, 23.0978)  0.186
H (-13.0731, 22.4806, 22.6894)  0.333
C (-4.3329, 25.7716, 18.6270)  -0.839
O (-3.7753, 24.8242, 17.7377)  -0.230
C (-3.6483, 25.2382, 16.3917)  -0.714
C (-3.6037, 24.0014, 15.5325)  -0.426
N (-4.9419, 23.3768, 15.5294)  -0.435
C (-4.8955, 21.9379, 15.2447)  -0.923
C (-4.4120, 21.1528, 16.4868)  -0.358
O (-5.3308, 21.4333, 17.5357)  -0.346
C (-4.7109, 21.2033, 18.7912)  -0.815
H (-5.3691, 25.9245, 18.2972)  0.350
H (-3.8902, 26.7678, 18.7080)  0.314
H (-4.3620, 25.2947, 19.6040)  0.249
H (-2.6903, 25.7647, 16.2975)  0.398
H (-4.4477, 25.8881, 16.0229)  0.371
H (-2.7830, 23.3233, 15.7985)  0.280
H (-3.3195, 24.3085, 14.5185)  0.410
H (-5.1671, 23.4138, 16.5239)  0.301
H (-4.3137, 21.6572, 14.3629)  0.409
H (-5.9082, 21.6596, 14.9406)  0.320
H (-3.3991, 21.4069, 16.7946)  0.358
H (-4.4909, 20.0965, 16.2032)  0.367
H (-3.7690, 21.7523, 18.8645)  0.413
H (-4.4885, 20.1342, 18.8988)  0.337
H (-5.3403, 21.4516, 19.6433)  0.234
C (-15.1036, 4.3445, 24.6420)  -0.713
O (-14.1921, 5.3973, 24.9239)  -0.311
C (-14.7204, 6.3189, 25.8523)  -0.571
C (-13.8280, 7.5559, 25.8780)  -0.593
N (-12.5825, 7.3399, 26.5625)  -0.216
C (-11.7452, 8.5200, 26.5931)  -0.766
C (-12.0341, 9.4532, 27.8005)  -0.347
O (-11.0948, 9.2725, 28.8379)  -0.405
C (-9.9098, 10.0400, 28.8473)  -0.529
H (-15.0338, 3.6714, 25.5035)  0.284
H (-14.7707, 3.7912, 23.7664)  0.243
H (-16.1233, 4.6976, 24.4730)  0.304
H (-15.0051, 5.8863, 26.8183)  0.387
H (-15.6874, 6.6529, 25.4393)  0.355
H (-14.4067, 8.3237, 26.4395)  0.294
H (-13.8014, 8.1296, 24.9485)  0.342
H (-12.4033, 6.7004, 27.3090)  0.229
H (-11.6644, 8.9932, 25.6147)  0.371
H (-10.7304, 8.1461, 26.7859)  0.376
H (-13.0035, 9.2691, 28.2648)  0.369
H (-12.1466, 10.4822, 27.4293)  0.202
H (-9.4540, 10.1675, 27.8590)  0.215
H (-9.3269, 9.4633, 29.5644)  0.244
H (-10.1043, 11.0614, 29.2012)  0.242
C (-7.1561, 15.2214, 16.7730)  -1.112
C (-6.6503, 14.0036, 15.9880)  0.504
C (-7.2903, 13.9482, 14.6110)  -0.825
O (-6.5767, 13.0275, 13.7847)  -0.342
C (-6.8428, 13.2201, 12.4050)  -0.734
N (-5.1806, 14.0854, 15.9545)  -0.579
H (-7.1433, 16.1243, 16.1568)  0.450
H (-6.5801, 15.4011, 17.6788)  0.068
H (-8.1665, 15.0039, 17.1299)  0.303
H (-7.0680, 13.1910, 16.5896)  0.172
H (-7.2461, 14.9392, 14.1424)  0.385
H (-8.3216, 13.5832, 14.6476)  0.384
H (-6.4128, 12.3478, 11.9185)  0.249
H (-6.3832, 14.1160, 11.9746)  0.292
H (-7.9271, 13.3026, 12.2853)  0.312
H (-4.9881, 14.9880, 15.5195)  0.263
H (-4.8911, 13.4169, 15.2394)  0.308
C (-4.4028, 10.3583, 19.8833)  -1.714
C (-4.0954, 10.5143, 21.3714)  0.915
C (-3.2194, 9.3669, 21.8033)  -1.162
O (-2.9194, 9.4892, 23.1766)  -0.167
C (-2.2593, 8.3442, 23.6802)  -0.250
N (-3.4584, 11.8002, 21.6735)  -0.309
H (-4.7612, 11.2953, 19.4661)  0.428
H (-5.1433, 9.5592, 19.8163)  0.460
H (-3.5125, 9.9499, 19.4023)  0.344
H (-4.9854, 10.4526, 22.0068)  0.126
H (-2.3019, 9.2898, 21.1949)  0.377
H (-3.6547, 8.3877, 21.5430)  0.422
H (-2.9118, 7.4775, 23.8147)  0.314
H (-1.8683, 8.5973, 24.6626)  -0.309
H (-1.4256, 8.0937, 23.0178)  0.396
H (-2.8071, 12.0506, 20.9317)  0.124
H (-2.8595, 11.7648, 22.4933)  0.190

**E**: -96454.7237 eV
**SMILES**: COC[C@H](C)N.COC[C@H](C)N.COCCNCCOC.COCCNCCOC.COCCNCCOC.COCCNCCOC.COCCNCCOC.COCCNCCOC.CCO.CCO
**ΔE to the lowest compared entry with this formula, charge and spin**: 96.7 kJ/mol
**Total charge**: 0
**Kohn-Sham gap**: 8.466 eV

***

(2)
Formula: C3H5ClS2
Source: the OMol25 dataset
Level of theory: ωB97M-V/def2-TZVPD

Each line ends with the Mulliken charge.
CARTESIAN COORDINATES (ANGSTROEM)
C (0.7714, 1.6294, -0.6223)  0.133
C (2.0999, -0.8818, -0.5226)  -0.680
C (-2.4629, 0.2606, 0.9465)  -0.654
S (-0.7668, 1.5527, -0.1933)  -0.091
S (2.2233, 0.9703, -0.7084)  -0.038
Cl (-3.2424, -0.7480, -0.2428)  -0.141
H (1.0479, -1.1502, -0.4054)  0.240
H (2.7206, -1.1037, 0.3550)  0.261
H (2.5584, -1.3331, -1.3867)  0.272
H (-1.8816, -0.3201, 1.6672)  0.337
H (-3.0678, 1.1238, 1.1130)  0.362

**E**: -37381.0938 eV
**ΔE to the lowest compared entry with this formula, charge and spin**: 343.3 kJ/mol
**Total charge**: 0
**Kohn-Sham gap (alpha / beta)**: 7.262 / 7.258 eV

***

(3)
Formula: C34H45GeN3O8PS4SeV
Source: the OMol25 dataset
Level of theory: ωB97M-V/def2-TZVPD

Each line ends with the Mulliken charge.
CARTESIAN COORDINATES (ANGSTROEM)
V (-0.2381, -0.3282, -1.2731)  0.507
C (1.8752, 3.1249, 1.3188)  -1.952
C (0.8483, 2.4672, 0.4334)  0.069
N (0.2875, 1.4384, 0.9401)  -0.502
N (-0.6415, 0.7829, 0.1689)  1.306
C (-2.0311, 0.8166, 0.4820)  0.446
S (-2.7260, 0.2356, -1.0740)  -0.424
S (-2.6332, 2.4484, 1.0882)  -0.293
C (-2.8190, 3.3928, -0.4535)  -0.089
C (-4.2349, 3.5234, -0.9458)  0.525
C (-4.5754, 3.0970, -2.2243)  -0.024
C (-5.8726, 3.2420, -2.6964)  -0.805
C (-6.8477, 3.8142, -1.8930)  -0.382
C (-6.5169, 4.2417, -0.6138)  -0.664
C (-5.2200, 4.0965, -0.1469)  -0.426
C (0.5379, 3.0983, -0.8715)  0.532
C (0.4111, 4.4908, -0.8829)  -0.815
C (0.0866, 5.1884, -2.0297)  -0.799
C (-0.0864, 4.4857, -3.2188)  -0.654
C (0.0717, 3.1159, -3.2495)  -0.969
C (0.3753, 2.3937, -2.0854)  0.777
O (0.5924, 1.0939, -2.1922)  0.092
H (1.3873, 3.8307, 1.9954)  0.372
H (2.6163, 3.6661, 0.7323)  0.473
H (2.3641, 2.3602, 1.9208)  0.306
H (-2.1914, 2.9314, -1.2142)  -0.581
H (-2.4001, 4.3774, -0.2410)  0.700
H (-3.8172, 2.6310, -2.8408)  0.391
H (-6.1222, 2.8992, -3.6927)  0.386
H (-7.8619, 3.9201, -2.2572)  0.371
H (-7.2726, 4.6861, 0.0222)  0.365
H (-4.9704, 4.4190, 0.8579)  0.366
H (0.5459, 5.0320, 0.0463)  0.406
H (-0.0303, 6.2635, -2.0006)  0.409
H (-0.3388, 5.0145, -4.1299)  0.422
H (-0.0449, 2.5524, -4.1660)  0.480
O (-3.2010, -5.6374, 0.3822)  -0.587
C (-2.5606, -4.4667, 0.1553)  1.138
C (-2.5063, -3.4556, 1.1024)  -0.739
C (-1.8235, -2.2822, 0.8143)  0.401
N (-1.2099, -2.1063, -0.3557)  0.777
C (-1.3231, -3.0634, -1.2831)  0.414
C (-1.9683, -4.2619, -1.0782)  -1.069
C (-0.8217, -2.7121, -2.6698)  -0.082
O (-0.6943, -3.5679, -3.5194)  -0.741
O (-0.6561, -1.4372, -2.8338)  -0.661
C (-1.9871, -1.2430, 1.9191)  -0.136
O (-2.1286, -1.6479, 3.0455)  -0.719
O (-2.2946, 0.0406, 1.6822)  -0.278
H (-3.5589, -5.6367, 1.2762)  0.304
H (-2.9973, -3.5523, 2.0601)  0.496
H (-2.0133, -4.9897, -1.8746)  0.596
C (6.0195, 0.8926, -1.9192)  -1.475
C (4.7160, 1.2519, -1.2263)  0.520
C (3.7423, 1.9962, -2.1164)  -0.731
O (4.1278, 0.0968, -0.6000)  -0.342
P (3.6138, -1.2892, -1.1972)  0.633
S (4.7183, -2.7676, -0.5951)  -0.524
S (1.6921, -1.5542, -0.5288)  -0.383
O (3.7013, -0.9755, -2.7583)  -0.215
C (3.2507, -1.7261, -3.9173)  0.517
C (2.1444, -0.9299, -4.5794)  -1.123
C (2.8606, -3.1593, -3.6165)  -1.316
H (6.5403, 1.8067, -2.2134)  0.486
H (5.8323, 0.2943, -2.8098)  0.197
H (6.6607, 0.3227, -1.2470)  0.339
H (4.9453, 1.8852, -0.3651)  0.439
H (3.5115, 1.4347, -3.0192)  -0.024
H (4.1753, 2.9599, -2.3953)  0.512
H (2.8103, 2.1782, -1.5858)  -0.040
H (4.1328, -1.7305, -4.5644)  0.141
H (1.3451, -0.7202, -3.8722)  -0.030
H (1.7188, -1.5008, -5.4063)  0.528
H (2.5259, 0.0181, -4.9635)  0.319
H (1.9983, -3.2077, -2.9530)  0.086
H (3.6831, -3.7028, -3.1565)  0.346
H (2.5840, -3.6427, -4.5548)  0.485
C (1.3525, -4.1445, 6.4274)  -1.346
Ge (0.2737, -3.2240, 5.0529)  0.707
C (-0.3928, -4.6208, 3.8508)  -0.940
C (-1.1546, -2.3154, 6.0356)  -1.092
C (1.5854, -2.0859, 4.1362)  -1.106
Se (1.1045, -0.6672, 2.8823)  0.210
C (0.1567, 0.4675, 4.1425)  -0.859
H (0.7514, -4.8851, 6.9587)  0.358
H (1.7386, -3.4320, 7.1582)  0.365
H (2.1998, -4.6580, 5.9703)  0.384
H (-1.3200, -5.0556, 4.2283)  0.322
H (0.3560, -5.4108, 3.7763)  0.462
H (-0.5738, -4.2212, 2.8549)  0.071
H (-1.6939, -3.0585, 6.6266)  0.392
H (-1.8560, -1.8132, 5.3742)  0.301
H (-0.7227, -1.5858, 6.7226)  0.326
H (2.2220, -2.7559, 3.5520)  0.427
H (2.2295, -1.6499, 4.9046)  0.449
H (-0.6837, -0.0681, 4.5755)  0.158
H (-0.2162, 1.3146, 3.5702)  0.223
H (0.8312, 0.8149, 4.9246)  0.412

**E**: -257025.6144 eV
**ΔE to the lowest compared entry with this formula, charge and spin**: 186.1 kJ/mol
**Total charge**: -1
**Kohn-Sham gap (alpha / beta)**: 6.548 / 7.582 eV
**2S+1**: 2

***

> The lowest total charge belongs to which entry?

C34H45GeN3O8PS4SeV

***

> E of number 2 (C3H5ClS2)?

-37381.0938 eV